1.
Formula: C3H8NO
Source: the Open Molecules 2025 dataset
Level of theory: the ωB97M-V functional and the def2-TZVPD basis

Computed properties:
LUMO	0.176	Ha
relative energy (zero: lowest compared OMol25 entry of this formula, charge and spin)	124.6	kcal/mol
strongest force on any atom	0.0596	Eh/bohr
spin multiplicity	1
charge	-1

Element x y z (Å)
C  0.108  -0.337  0.730
N  1.147  -1.073  1.542
C  0.798  0.461  -0.555
C  -0.310  1.128  0.185
O  -1.430  1.293  -0.438
H  0.127  -0.178  1.887
H  -2.062  -1.386  -2.233
H  -0.663  -1.037  0.400
H  1.986  -0.496  1.559
H  1.839  0.641  -0.313
H  0.646  -0.230  -1.371
H  -2.116  -0.674  -2.354
H  -0.070  1.888  0.960

=====

2.
Formula: C3H8NO
Source: the Open Molecules 2025 dataset
Level of theory: the ωB97M-V functional and the def2-TZVPD basis

Computed properties:
LUMO (spin up / spin down)	0.028 / -0.052	Ha
relative energy (zero: lowest compared OMol25 entry of this formula, charge and spin)	32.5	kcal/mol
strongest force on any atom	0.0854	Eh/bohr
⟨S²⟩	0.77
spin multiplicity	2
charge	0

Element x y z (Å)
C  -0.794  -0.723  1.723
O  -1.639  -0.732  0.627
H  -1.314  -0.900  2.707
H  -0.174  -1.593  1.541
H  0.027  0.041  1.722
C  1.917  0.506  -0.177
C  0.998  0.598  -1.225
N  -0.340  0.536  -1.214
H  1.830  1.277  0.570
H  2.744  -0.114  -0.397
H  1.366  0.709  -2.289
H  -0.542  0.706  -2.194
H  -1.169  -0.307  -0.105

=====

3.
Formula: C3H8NO
Source: the Open Molecules 2025 dataset
Level of theory: the ωB97M-V functional and the def2-TZVPD basis

Computed properties:
LUMO (spin up / spin down)	0.034 / -0.061	Ha
relative energy (zero: lowest compared OMol25 entry of this formula, charge and spin)	36.2	kcal/mol
strongest force on any atom	0.0437	Eh/bohr
⟨S²⟩	0.77
spin multiplicity	2
charge	0

Element x y z (Å)
C  0.971  -1.866  -1.663
O  0.104  -0.779  -1.676
H  1.751  -1.801  -0.889
H  0.455  -2.788  -1.362
H  1.472  -1.984  -2.622
C  -1.399  1.635  1.676
C  -0.159  1.113  1.627
N  0.251  0.360  0.546
H  -2.149  1.333  0.954
H  -1.676  2.325  2.459
H  0.287  0.804  2.577
H  1.170  0.681  0.229
H  -0.027  -0.391  -0.763

=====

4.
Formula: C3H8NO
Source: the Open Molecules 2025 dataset
Level of theory: the ωB97M-V functional and the def2-TZVPD basis

Computed properties:
LUMO	-0.186	Ha
relative energy (zero: lowest compared OMol25 entry of this formula, charge and spin)	16.3	kcal/mol
strongest force on any atom	0.0376	Eh/bohr
spin multiplicity	1
charge	+1

Element x y z (Å)
C  0.271  2.024  0.864
N  -0.445  1.841  1.908
H  -0.198  2.451  -0.012
H  1.201  1.477  0.848
H  -0.116  1.336  2.722
H  -1.381  2.232  1.996
O  -0.054  0.127  -0.764
C  0.126  -0.843  -1.455
C  0.146  -2.249  -0.985
H  0.257  -0.691  -2.536
H  0.249  -2.216  0.099
H  -0.881  -2.610  -1.140
H  0.826  -2.877  -1.545

=====

5.
Formula: C3H8NO
Source: the Open Molecules 2025 dataset
Level of theory: the ωB97M-V functional and the def2-TZVPD basis

Computed properties:
LUMO	-0.243	Ha
relative energy (zero: lowest compared OMol25 entry of this formula, charge and spin)	74.7	kcal/mol
strongest force on any atom	0.0476	Eh/bohr
spin multiplicity	1
charge	+1

Element x y z (Å)
C  2.247  0.794  -0.438
N  1.209  0.322  -1.045
H  2.036  1.359  0.464
H  3.261  0.478  -0.664
H  0.351  0.111  -0.535
H  0.976  0.502  -2.025
C  -1.865  0.329  0.233
C  -1.445  -0.902  0.426
O  -0.134  -1.345  0.790
H  -2.895  0.554  0.445
H  -1.239  1.161  -0.060
H  -2.113  -1.690  0.750
H  -0.388  -1.674  1.660

=====

6.
Formula: C3H8NO
Source: the Open Molecules 2025 dataset
Level of theory: the ωB97M-V functional and the def2-TZVPD basis

Computed properties:
LUMO	-0.144	Ha
relative energy (zero: lowest compared OMol25 entry of this formula, charge and spin)	94.8	kcal/mol
strongest force on any atom	0.1020	Eh/bohr
spin multiplicity	1
charge	+1

Element x y z (Å)
C  -1.431  0.222  -2.702
C  -1.009  0.731  -1.408
C  0.198  -0.432  1.670
N  1.632  0.052  1.327
O  -2.228  0.649  -1.635
H  -1.494  0.883  -3.597
H  -1.309  -0.848  -2.859
H  2.061  -0.338  2.071
H  0.223  -1.442  1.956
H  -0.070  0.029  2.612
H  -0.502  -0.350  0.869
H  1.839  1.126  1.293
H  2.088  -0.281  0.403

=====

7.
Formula: C3H8NO2
Source: the Open Molecules 2025 dataset
Level of theory: the ωB97M-V functional and the def2-TZVPD basis

Computed properties:
LUMO	0.143	Ha
SMILES string	N[C@@H](C[O-])CO
relative energy (zero: lowest compared OMol25 entry of this formula, charge and spin)	68.4	kcal/mol
strongest force on any atom	0.0724	Eh/bohr
spin multiplicity	1
charge	-1

Element x y z (Å)
N  0.479  1.009  -1.126
C  0.043  0.432  0.183
C  0.716  -0.798  0.614
O  2.160  -0.700  0.639
C  -1.548  0.144  0.107
O  -2.109  0.102  1.321
H  0.874  0.199  -1.611
H  -0.332  1.183  -1.716
H  0.077  1.219  0.940
H  0.397  -1.051  1.625
H  0.460  -1.650  -0.033
H  2.485  -0.183  -0.080
H  -2.094  0.959  -0.487
H  -1.607  -0.864  -0.376

=====

8.
Formula: C3H8NO2
Source: the Open Molecules 2025 dataset
Level of theory: the ωB97M-V functional and the def2-TZVPD basis

Computed properties:
LUMO	0.141	Ha
SMILES string	N[C@@H](C[O-])CO
relative energy (zero: lowest compared OMol25 entry of this formula, charge and spin)	61.0	kcal/mol
strongest force on any atom	0.0195	Eh/bohr
spin multiplicity	1
charge	-1

Element x y z (Å)
N  -0.138  1.261  -0.846
C  0.146  -0.109  -0.388
C  -0.754  -0.566  0.731
O  -2.172  -0.596  0.353
C  1.617  -0.241  0.076
O  1.891  -1.392  0.695
H  -0.259  1.896  -0.071
H  -0.945  1.303  -1.457
H  -0.016  -0.746  -1.260
H  -0.448  -1.561  1.019
H  -0.686  0.079  1.603
H  -2.258  0.085  -0.329
H  2.248  -0.086  -0.826
H  1.773  0.674  0.701

=====

9.
Formula: C3H8NO2
Source: the Open Molecules 2025 dataset
Level of theory: the ωB97M-V functional and the def2-TZVPD basis

Computed properties:
LUMO (spin up / spin down)	0.029 / 0.020	Ha
relative energy (zero: lowest compared OMol25 entry of this formula, charge and spin)	29.0	kcal/mol
strongest force on any atom	0.0400	Eh/bohr
⟨S²⟩	0.75
spin multiplicity	2
charge	0

Element x y z (Å)
O  2.661  1.132  0.172
C  1.741  0.186  0.156
C  0.276  0.624  0.147
N  -0.556  -0.586  -0.275
C  -1.971  -0.326  -0.014
O  1.977  -1.001  0.182
H  3.510  0.755  -0.071
H  -0.031  1.393  -0.552
H  0.007  0.797  1.189
H  -0.280  -0.760  -1.316
H  -0.226  -1.476  0.138
H  -2.677  -0.971  -0.533
H  -2.237  0.700  -0.267
H  -2.194  -0.469  1.043